# 1
A molecular structure, C18H24N5NaS. Source: OMol25; level of theory: ωB97M-V with the def2-TZVPD basis set.

CARTESIAN COORDINATES (ANGSTROEM)
Na 0.2456 0.5095 -0.1325
C 2.5978 0.2545 -1.7676
C 3.0318 -0.6609 -0.6119
N 2.2821 -0.4759 0.6370
C 1.7561 -1.6845 1.3025
C 0.2327 -1.8688 1.2513
C -0.1905 -3.1763 1.8603
C -1.4268 -3.5900 1.6343
C -2.3321 -2.7415 0.7732
C -1.5711 -1.6115 0.0471
C -2.4032 -0.8190 -0.9462
N -1.6862 0.3166 -1.5503
C -1.0594 0.0646 -2.8574
C 0.3567 0.6363 -3.0120
N 1.2574 -0.1052 -2.1627
N -0.2923 -1.7557 -0.1375
H 3.3398 0.1405 -2.5733
H 2.6271 1.3059 -1.4554
H 4.1083 -0.5321 -0.4572
H 2.8906 -1.6929 -0.9467
H 2.8212 0.0666 1.2933
H 2.0302 -1.6591 2.3590
H 2.2200 -2.5790 0.8668
H 0.4975 -3.7488 2.4735
H -1.8315 -4.5098 2.0345
H -2.7059 -3.3753 -0.0454
H -3.2834 -0.4452 -0.4213
H -2.7682 -1.5306 -1.7018
H -2.3170 1.1013 -1.6172
H -1.6802 0.4451 -3.6754
H -0.9916 -1.0175 -2.9966
H 0.3746 1.6992 -2.7408
H 0.6160 0.5830 -4.0812
H 1.0504 -1.0900 -2.0954
C 1.4441 3.2116 1.0760
C 0.5484 3.4626 0.0423
C -0.8193 3.4384 0.2893
C -1.2898 3.1582 1.5651
C -0.3944 2.9049 2.5937
C 0.9709 2.9344 2.3509
H 2.5103 3.2373 0.8853
H 0.9180 3.6995 -0.9489
H -1.5172 3.6432 -0.5136
H -2.3544 3.1215 1.7551
H -0.7621 2.6571 3.5798
H 1.6657 2.7259 3.1539
S -0.7410 -0.5057 2.1093
C -3.5207 -2.2691 1.4887
N -4.4550 -1.8732 2.0263

* E_HOMO: -6.77 eV
* lowest unoccupied orbital energy: 0.046 eV
* 2S+1: 1
* relative energy (zero: lowest compared OMol25 entry of this formula, charge and spin): 91.2 kcal/mol
* largest force on an atom: 1.7 eV/Å
* frontier orbital gap: 6.82 eV

***

# 2
A gas-phase ion, C18H24NO2 (charge +1). Source: OMol25; level of theory: ωB97M-V with the def2-TZVPD basis set.

CARTESIAN COORDINATES (ANGSTROEM)
C 3.9197 3.9066 -2.2605
O 2.9159 3.0660 -2.7873
C 2.3995 2.0924 -2.0097
C 1.4171 1.2928 -2.6028
C 0.8260 0.2700 -1.8979
C 1.1948 0.0270 -0.5792
O 0.4860 -0.9746 0.0880
C 1.1672 -1.8421 0.9867
C 0.1111 -2.5848 1.8049
C -0.7914 -3.4604 0.9412
N -1.5155 -2.6532 -0.0860
C -2.9390 -2.3347 0.1967
C -3.0950 -1.2741 1.2832
C -2.3203 -0.0067 1.0038
C -1.5708 0.5854 2.0124
C -0.8649 1.7520 1.7772
C -0.9024 2.3458 0.5282
C -1.6597 1.7744 -0.4791
C -2.3638 0.6071 -0.2432
C 2.1618 0.8124 0.0195
C 2.7649 1.8367 -0.6910
H 4.1779 4.5923 -3.0650
H 3.5537 4.4778 -1.4023
H 4.8076 3.3369 -1.9719
H 1.1404 1.4950 -3.6245
H 0.0671 -0.3405 -2.3632
H 1.7930 -2.5433 0.4175
H 1.8132 -1.2777 1.6626
H -0.4812 -1.8481 2.3452
H 0.6154 -3.2187 2.5335
H -1.5196 -3.9835 1.5634
H -0.1823 -4.2079 0.4294
H -1.4687 -3.1353 -0.9855
H -0.9577 -1.7554 -0.1742
H -3.3853 -1.9742 -0.7313
H -3.4547 -3.2527 0.4873
H -2.8034 -1.6791 2.2530
H -4.1593 -1.0333 1.3484
H -1.5534 0.1439 2.9995
H -0.2897 2.1989 2.5734
H -0.3515 3.2537 0.3410
H -1.7057 2.2404 -1.4508
H -2.9690 0.1922 -1.0365
H 2.4550 0.6497 1.0447
H 3.5169 2.4310 -0.1986

* E_HOMO: -10.83 eV
* lowest unoccupied orbital energy: -2.636 eV
* 2S+1: 1
* total charge: +1
* structure (SMILES): COc1ccc(OCCC[NH2+]CCc2ccccc2)cc1
* relative energy (zero: lowest compared OMol25 entry of this formula, charge and spin): 16.4 kcal/mol
* largest force on an atom: 0.8 eV/Å
* frontier orbital gap: 8.19 eV

***

# 3
A molecular structure, C18H25AgClFN3O2S. Source: OMol25; level of theory: ωB97M-V with the def2-TZVPD basis set.

CARTESIAN COORDINATES (ANGSTROEM)
C -0.2914 4.0018 -0.1574
C -0.2138 2.6477 0.6404
C 1.1733 1.9813 0.3903
F 2.0821 2.5766 1.2759
C 1.2195 0.4160 0.4301
C 0.7996 -0.2211 -0.9468
C -0.6389 0.1743 -1.4597
C -1.7975 -0.4853 -0.6104
C -3.0827 -0.5225 -1.5177
N -4.1788 0.3956 -1.0460
C -5.1424 -0.3315 -0.2428
C -5.1647 0.0427 1.3006
O -5.8992 -1.1349 -0.7272
C 2.8314 0.1794 0.4475
C 3.3959 -1.0820 -0.2997
C 3.4375 -2.3801 0.3334
C 4.0247 -3.3757 -0.5040
C 4.4469 -3.0387 -1.8133
N 4.4275 -1.8504 -2.4515
C 3.9077 -0.9369 -1.6134
C 3.3336 -0.0490 1.9007
O 4.4101 0.1094 2.3265
N 2.1195 -0.5057 2.5723
C 0.9001 -0.3360 1.7666
S 0.3182 -2.0993 1.6670
Cl -0.2502 0.3967 2.9746
H -1.2998 4.4613 -0.1323
H 0.3759 4.7125 0.3896
H 0.1366 3.9281 -1.1818
H -1.0901 1.9877 0.4894
H -0.2304 2.9407 1.7190
H 1.4870 2.2722 -0.6429
H 0.8130 -1.3356 -0.9319
H 1.5076 0.1864 -1.7043
H -0.7283 -0.2953 -2.4710
H -0.7793 1.2637 -1.6151
H -1.9478 -0.0028 0.3783
H -1.5014 -1.5525 -0.4491
H -2.8562 -0.2951 -2.5824
H -3.4951 -1.5609 -1.5139
H -4.6716 0.6689 -1.9030
H -5.3871 -0.8546 1.9127
H -5.9366 0.8571 1.5004
H -4.1580 0.4358 1.5410
H 3.3151 1.0017 -0.1286
H 3.0953 -2.6251 1.3474
H 4.1489 -4.4071 -0.1348
H 4.8628 -3.8724 -2.4189
H 3.8786 0.0974 -2.0288
H 2.1674 -1.3520 3.1491
H -0.5025 -2.2743 2.7595
Ag -7.3721 1.0419 0.0162

* E_HOMO (alpha / beta): -14.35 / -14.23 eV
* lowest unoccupied orbital energy (alpha / beta): -8.200 / -10.472 eV
* 2S+1: 2
* total charge: +2
* largest force on an atom: 3.5 eV/Å
* frontier orbital gap (alpha / beta): 6.15 / 3.76 eV

***

# 4
A molecular structure, C18H25AlNO8. Source: OMol25; level of theory: ωB97M-V with the def2-TZVPD basis set.

CARTESIAN COORDINATES (ANGSTROEM)
C 2.6723 -1.5518 -2.9110
C 1.4874 -0.5919 -3.2938
C 1.7703 0.7947 -2.6568
C 0.5487 1.7567 -2.6228
Al -1.2106 0.9306 -1.9963
C -2.3253 0.1179 -3.5422
C -2.6881 -1.3840 -3.3239
N -3.4106 -1.6481 -2.0845
H 2.3655 -2.2818 -2.1491
H 3.0751 -2.0956 -3.7758
H 3.4863 -0.9626 -2.4604
H 0.5221 -1.0141 -2.9832
H 1.4751 -0.5291 -4.3925
H 2.5527 1.2672 -3.2895
H 2.2320 0.6296 -1.6725
H 0.7994 2.5532 -1.8903
H 0.3691 2.2557 -3.5911
H -1.0729 -0.1121 -0.7954
H -2.1124 2.1632 -1.4329
H -1.8240 0.3000 -4.5139
H -3.2936 0.6579 -3.6005
H -3.3387 -1.6895 -4.1687
H -1.7910 -2.0225 -3.4154
H -3.1244 -1.0258 -1.3421
H -4.4041 -1.6251 -2.2329
C -4.6370 -2.4649 3.6590
C -4.3903 -1.7251 2.5743
C -3.0031 -1.5194 2.0640
O -2.8350 -0.8560 1.0683
C -1.8996 -2.1344 2.8050
C -2.1482 -2.8701 3.8895
C -3.5368 -3.0968 4.3838
O -3.7092 -3.7923 5.3699
O -1.1609 -3.4505 4.5993
O -5.3704 -1.1287 1.8847
H -5.6376 -2.6225 4.0364
H -0.8974 -1.9644 2.4355
H -1.6083 -3.9191 5.3219
H -4.9234 -0.6644 1.1532
C 2.3815 2.8845 1.5415
C 3.2146 3.9217 1.4405
C 4.6829 3.7696 1.6582
O 5.4055 4.7415 1.5376
C 5.1917 2.4451 2.0155
C 4.3560 1.4092 2.1202
C 2.8909 1.5566 1.8778
O 2.1740 0.5825 1.9724
O 4.7848 0.1818 2.4485
O 2.7807 5.1561 1.1367
H 1.3157 2.9806 1.3835
H 6.2547 2.3498 2.1871
H 3.9869 -0.3748 2.4502
H 3.5765 5.7116 1.1233

* E_HOMO: -4.48 eV
* lowest unoccupied orbital energy: 0.479 eV
* 2S+1: 1
* total charge: -1
* largest force on an atom: 1.5 eV/Å
* frontier orbital gap: 4.96 eV

***

What did the third record say?
A molecular structure, C18H25AgClFN3O2S. Source: OMol25; level of theory: ωB97M-V with the def2-TZVPD basis set.

CARTESIAN COORDINATES (ANGSTROEM)
C -0.2914 4.0018 -0.1574
C -0.2138 2.6477 0.6404
C 1.1733 1.9813 0.3903
F 2.0821 2.5766 1.2759
C 1.2195 0.4160 0.4301
C 0.7996 -0.2211 -0.9468
C -0.6389 0.1743 -1.4597
C -1.7975 -0.4853 -0.6104
C -3.0827 -0.5225 -1.5177
N -4.1788 0.3956 -1.0460
C -5.1424 -0.3315 -0.2428
C -5.1647 0.0427 1.3006
O -5.8992 -1.1349 -0.7272
C 2.8314 0.1794 0.4475
C 3.3959 -1.0820 -0.2997
C 3.4375 -2.3801 0.3334
C 4.0247 -3.3757 -0.5040
C 4.4469 -3.0387 -1.8133
N 4.4275 -1.8504 -2.4515
C 3.9077 -0.9369 -1.6134
C 3.3336 -0.0490 1.9007
O 4.4101 0.1094 2.3265
N 2.1195 -0.5057 2.5723
C 0.9001 -0.3360 1.7666
S 0.3182 -2.0993 1.6670
Cl -0.2502 0.3967 2.9746
H -1.2998 4.4613 -0.1323
H 0.3759 4.7125 0.3896
H 0.1366 3.9281 -1.1818
H -1.0901 1.9877 0.4894
H -0.2304 2.9407 1.7190
H 1.4870 2.2722 -0.6429
H 0.8130 -1.3356 -0.9319
H 1.5076 0.1864 -1.7043
H -0.7283 -0.2953 -2.4710
H -0.7793 1.2637 -1.6151
H -1.9478 -0.0028 0.3783
H -1.5014 -1.5525 -0.4491
H -2.8562 -0.2951 -2.5824
H -3.4951 -1.5609 -1.5139
H -4.6716 0.6689 -1.9030
H -5.3871 -0.8546 1.9127
H -5.9366 0.8571 1.5004
H -4.1580 0.4358 1.5410
H 3.3151 1.0017 -0.1286
H 3.0953 -2.6251 1.3474
H 4.1489 -4.4071 -0.1348
H 4.8628 -3.8724 -2.4189
H 3.8786 0.0974 -2.0288
H 2.1674 -1.3520 3.1491
H -0.5025 -2.2743 2.7595
Ag -7.3721 1.0419 0.0162

* E_HOMO (alpha / beta): -14.35 / -14.23 eV
* lowest unoccupied orbital energy (alpha / beta): -8.200 / -10.472 eV
* 2S+1: 2
* total charge: +2
* largest force on an atom: 3.5 eV/Å
* frontier orbital gap (alpha / beta): 6.15 / 3.76 eV

***

Look up the largest force on an atom of the third one. 3.5 eV/Å

***

What is the formula in the first record? C18H24N5NaS